No. 1
The following is a DFT calculation (ωB97M-V with the def2-TZVPD basis set) of a 2-piece molecular cluster, C2H8OS2 overall.

Output
**Energy above the lowest of the compared OMol25 structures with the same formula, charge and spin**: 96.9 kJ/mol
**Net charge**: 0
**SMILES**: CSS.CO
**HOMO-LUMO gap**: 8.7 eV
**Lowest unoccupied orbital energy**: 0.597 eV

Geometry as XYZ:
```
13
Properties=species:S:1:pos:R:3:mulliken_charge:R:1
C 2.09771 2.18080 1.26781 -0.797
S 0.30197 2.00302 1.11154 -0.032
S 0.10658 0.16332 2.14274 -0.212
H 2.38713 2.06041 2.30837 0.302
H 2.23907 3.21676 0.94268 0.261
H 2.70097 1.53618 0.62841 0.303
H -0.86091 -0.18461 1.26632 0.148
C -1.77685 -1.79019 -1.82828 -0.516
O -0.96715 -1.52825 -0.68850 -0.409
H -2.16479 -2.81037 -1.83517 0.248
H -2.56567 -1.04331 -1.77963 0.201
H -1.27224 -1.69541 -2.80027 0.249
H -0.22583 -2.10835 -0.73602 0.254
```

No. 2
The following is a DFT calculation (ωB97M-V with the def2-TZVPD basis set) of C38H47BF7N9O5PS4V as an isolated structure.

Output
**Energy above the lowest of the compared OMol25 structures with the same formula, charge and spin**: 0.0 kJ/mol
**Net charge**: -1
**HOMO-LUMO gap (spin up / spin down)**: 6.9 / 7.1 eV
**Lowest unoccupied orbital energy (spin up / spin down)**: 1.577 / 1.693 eV
**Multiplicity**: 2

Geometry as XYZ:
```
113
Properties=species:S:1:pos:R:3:mulliken_charge:R:1
V 0.72171 -0.23878 0.17916 0.172
C 4.55982 2.71565 1.49687 -1.755
C 3.17958 2.66127 2.06852 0.314
C 2.87829 3.07472 3.33303 -1.535
C 1.55868 2.97944 3.81685 0.339
N 0.59751 2.52403 3.05646 -0.591
N 0.89099 2.10896 1.83609 1.226
B -0.29033 1.60445 0.91549 0.345
N -0.66893 2.81992 -0.00125 0.392
N 0.08788 3.90633 0.21159 0.550
C -0.13935 5.01354 -0.42056 -0.213
C -1.18669 5.09946 -1.37000 -0.619
C -1.96806 4.01793 -1.60345 0.104
C -3.05314 4.04378 -2.62821 -2.160
C -1.73635 2.80296 -0.85134 1.952
S -2.72375 1.46179 -1.02460 -0.479
C 0.78117 6.17118 -0.04272 2.152
C 2.23794 5.74770 -0.26452 -1.426
C 0.48811 7.41911 -0.87436 -2.355
C 0.56714 6.48368 1.44376 -1.522
N -1.51104 1.26721 1.79713 0.090
N -2.14942 2.33886 2.28743 0.210
C -3.20871 2.16396 3.01240 0.138
C -3.65443 0.85642 3.34719 -0.710
C -3.03045 -0.23011 2.83207 0.254
C -3.45175 -1.63198 3.12477 -2.069
C -1.93261 0.00519 1.93825 1.092
S -1.27952 -1.26005 1.01852 -0.452
C -3.97694 3.40297 3.44299 2.326
C -4.13853 3.41966 4.96758 -1.440
C -3.25346 4.67159 2.99238 -1.626
C -5.36018 3.35337 2.77863 -1.846
C 2.11482 2.13307 1.29942 1.746
S 2.32644 1.50159 -0.29743 -1.030
C 1.19264 3.41785 5.22520 2.148
C 2.11277 2.71931 6.23430 -1.732
C 1.36801 4.93941 5.32146 -1.755
C -0.25666 3.05075 5.53603 -1.395
H 5.25520 3.15860 2.20869 0.482
H 4.57029 3.29692 0.57317 0.287
H 4.89842 1.71136 1.23587 0.291
H 3.65965 3.47098 3.96995 0.388
H -1.34691 6.01160 -1.92877 0.581
H -4.02445 3.87366 -2.16094 0.380
H -2.92200 3.22362 -3.33757 0.327
H -3.05875 4.99641 -3.15844 0.407
H 2.42393 5.52317 -1.31565 0.259
H 2.46466 4.85505 0.31867 0.168
H 2.91097 6.55120 0.04508 0.448
H 0.62948 7.23357 -1.94032 0.395
H 1.17184 8.21733 -0.57940 0.461
H -0.53062 7.78019 -0.71507 0.373
H 0.77999 5.60088 2.04866 0.064
H -0.46566 6.78517 1.63593 0.344
H 1.22733 7.29591 1.75810 0.434
H -4.50627 0.72687 4.00359 0.400
H -4.26644 -1.64609 3.84776 0.412
H -2.60530 -2.20085 3.51354 0.361
H -3.77118 -2.13235 2.20912 0.393
H -3.16787 3.44156 5.46483 0.129
H -4.68428 2.54591 5.32814 0.320
H -4.69877 4.30726 5.26938 0.478
H -2.24959 4.72961 3.41483 0.067
H -3.82418 5.54504 3.31595 0.480
H -3.14956 4.70046 1.90687 0.172
H -5.92643 2.47451 3.09356 0.346
H -5.26211 3.32064 1.69200 0.307
H -5.93667 4.24056 3.05012 0.488
H 3.16141 2.98565 6.08618 0.314
H 2.01354 1.63558 6.15081 0.235
H 1.83693 3.02129 7.24720 0.503
H 2.39599 5.24134 5.10731 0.367
H 1.12133 5.27871 6.32996 0.486
H 0.70954 5.45114 4.61608 0.206
H -0.40905 1.97347 5.45862 0.175
H -0.93962 3.53275 4.83776 -0.330
H -0.49881 3.37331 6.55199 0.611
O 1.57796 -0.66198 1.71591 -0.115
N 2.51336 -1.22613 2.47233 0.267
C 3.59943 -1.73207 1.83774 -0.196
C 4.60421 -2.30734 2.54852 -1.267
C 4.47504 -2.36471 3.94706 -0.139
C 3.37010 -1.84918 4.55818 -0.896
C 2.30951 -1.23900 3.83192 0.463
S 0.93816 -0.57770 4.53972 -0.393
H 3.56789 -1.66415 0.76230 0.513
H 5.44724 -2.72977 2.02456 0.455
H 5.25084 -2.82745 4.54407 0.368
H 3.24583 -1.88676 5.63021 0.446
F 1.07882 5.07311 -3.42399 -0.433
C 0.39995 4.11955 -4.08739 0.462
C 0.36384 2.86203 -3.63243 -0.147
N -0.32140 1.86926 -4.28807 0.260
C -0.47112 0.51681 -3.73254 -0.702
C 0.62648 0.20414 -2.72222 0.323
O 1.79460 0.40603 -2.97954 -0.566
O 0.15455 -0.27018 -1.60860 -1.013
C -1.02062 2.13293 -5.44746 0.293
O -1.65386 1.29632 -6.05427 -0.664
N -0.95584 3.44919 -5.87631 -0.002
C -0.31252 4.52701 -5.27910 0.129
O -0.38506 5.64926 -5.73607 -0.685
H 0.89268 2.58798 -2.72821 0.486
H -0.39894 -0.19215 -4.55597 0.530
H -1.44835 0.42464 -3.26246 0.249
H -1.48040 3.64833 -6.71552 0.232
F 1.85075 -2.16470 -0.58929 -0.581
P 1.61610 -3.83284 -0.47763 1.355
F 1.40548 -5.41303 -0.35359 -0.362
F 3.21917 -3.98569 -0.31414 -0.415
F 1.76623 -3.92049 -2.07089 -0.387
F 1.48627 -3.64979 1.12571 -0.339
F 0.03452 -3.57343 -0.62662 -0.376
```

No. 3
The following is a DFT calculation (ωB97M-V with the def2-TZVPD basis set) of a single C3H5N3 molecule.

Output
**Energy above the lowest of the compared OMol25 structures with the same formula, charge and spin**: 47.5 kJ/mol
**Net charge**: 0
**SMILES**: Nc1cc[nH]n1
**HOMO-LUMO gap**: 9.4 eV
**Lowest unoccupied orbital energy**: 1.149 eV

Geometry as XYZ:
```
11
Properties=species:S:1:pos:R:3:mulliken_charge:R:1
N 0.70835 1.61591 0.98689 -0.493
C 0.22777 0.58873 0.18064 0.538
C 0.07601 -0.75274 0.60696 -0.243
C -0.59180 -1.36545 -0.42333 -0.650
N -0.75109 -0.43441 -1.38482 0.292
N -0.25869 0.78186 -1.03695 -0.862
H 1.22068 1.27776 1.78791 0.224
H 1.17598 2.37845 0.52035 0.257
H 0.42301 -1.18262 1.53476 0.309
H -0.98729 -2.36740 -0.51561 0.404
H -1.24293 -0.54008 -2.25679 0.224
```

Q: The lowest net charge belongs to which entry?
A: C38H47BF7N9O5PS4V

Q: Which value of net charge does entry 2 give?
A: -1

Q: What is the net charge in the third record?
A: 0